The following is a DFT calculation (wB97M-V/def2-TZVPD) of a structure of composition C37H63ClN4O4PS2.

```
112
Properties=species:S:1:pos:R:3:forces:R:3
Cl -1.27684 -3.01385 -1.52078 -0.153 0.192 0.012
S 1.63344 -8.71316 4.83507 -0.548 0.246 0.678
S 0.65911 1.49164 3.12461 -0.005 0.000 0.304
P 0.33838 -3.85538 -0.43606 0.132 -0.173 -0.125
O 1.97062 -8.81980 6.22376 0.192 -0.071 -0.162
O 2.78477 -9.40415 3.98627 0.033 -0.194 0.023
O -0.51739 -5.11739 0.12351 0.177 0.103 0.182
O 0.35415 -9.18465 4.40946 0.065 -0.079 -0.259
N 0.72875 0.88442 1.65417 -0.029 0.207 -0.242
N 6.67860 7.04801 4.97125 -0.053 0.337 0.186
N -6.80310 -1.68297 -4.99875 -0.213 0.094 -0.345
N 0.52506 0.14978 4.00315 0.001 0.363 0.047
C -4.64646 -2.29328 -2.54317 0.015 0.151 0.098
C -7.60310 -1.15989 -3.83300 0.025 0.059 0.123
C -6.19519 -5.26272 -4.10166 0.046 0.090 0.069
C 4.15828 6.49611 0.03133 -0.088 -0.123 0.037
C 7.47907 7.48341 5.98518 0.399 -0.186 0.566
C -5.33307 -1.34270 -4.89188 0.278 0.040 0.026
C -7.59828 0.55116 -5.57155 0.114 0.046 0.038
C 2.22722 -0.06296 -0.82238 -0.166 -0.288 -0.308
C 7.88612 6.40122 6.72474 -0.119 -0.066 -0.153
C 0.41126 -3.13917 2.40032 -0.094 -0.313 -0.306
C -7.36426 -0.84531 -6.14107 -0.056 0.129 0.064
C 4.19223 7.71826 2.25190 0.256 -0.106 0.205
C 0.44358 -2.69840 1.00019 -0.149 0.093 0.207
C 0.40330 -4.59383 2.82663 0.150 0.180 -0.102
C 4.88930 6.69004 1.35706 -0.222 0.217 -0.096
C 4.39896 4.03694 -0.57234 0.079 0.429 -0.481
C -4.36829 -0.96375 -1.84592 -0.052 -0.065 -0.025
C 2.30899 2.53869 -0.80593 0.067 -0.127 -0.304
C 7.30642 5.25438 6.12545 0.119 0.073 0.168
C 1.81859 -7.04434 4.31336 0.138 0.121 -0.465
C 2.15470 1.24300 -1.63265 0.369 0.153 0.154
C 6.57229 5.68702 5.05270 0.009 -0.207 -0.091
C 0.63618 -1.36906 0.69782 0.137 -0.302 -0.217
C 0.52527 -0.85399 3.13199 0.038 -0.342 -0.366
C -7.20785 -4.11541 -4.12723 0.056 -0.285 -0.073
C -7.05749 -3.14519 -5.31211 -0.055 -0.015 0.193
C -7.68963 0.34661 -4.04523 0.074 0.073 -0.056
C 0.44286 -2.23823 3.40729 0.006 0.236 0.478
C 6.06739 7.92126 3.98700 -0.230 -0.285 -0.317
C -4.43809 -2.24060 -4.05551 -0.023 -0.231 0.106
C 0.64671 -0.44160 1.77874 -0.067 0.112 0.184
C 4.84362 5.47904 -0.88885 -0.087 0.014 0.262
C 4.58024 7.61577 3.73076 0.061 0.348 -0.246
C 0.85890 -0.79547 -0.67746 0.549 0.443 0.421
C 3.21949 3.60586 -1.45274 -0.353 0.218 0.300
C 1.56155 -6.84450 2.82199 -0.367 0.140 -0.025
C 1.65514 -5.36390 2.41320 -0.004 -0.642 0.170
H -3.32424 -0.67347 -1.96887 -0.002 0.022 -0.027
H -7.99130 -3.15166 -5.86720 0.019 0.046 -0.069
H 4.61284 5.71739 -1.92817 0.073 -0.086 -0.088
H 2.61995 4.50028 -1.64628 -0.001 0.005 -0.074
H 5.90641 7.02407 1.14140 0.089 -0.134 0.051
H -7.12570 -1.42588 -2.89718 -0.016 -0.082 -0.019
H 0.55396 -7.19308 2.58626 0.036 -0.149 -0.023
H 4.95731 5.73097 1.88040 0.060 -0.034 0.009
H 4.43065 8.72378 1.89269 -0.126 0.027 -0.077
H 0.41676 -2.56690 4.43724 0.011 0.011 0.029
H 2.69011 0.11658 0.14489 -0.047 0.068 0.070
H -8.19936 -4.56136 -4.21301 -0.036 0.075 0.005
H 0.84563 -1.56075 -1.44147 -0.323 0.017 -0.131
H 3.10992 7.59349 2.17660 -0.040 0.032 -0.051
H -6.86581 0.85254 -3.54421 -0.022 -0.006 0.042
H -8.50914 0.97626 -5.98558 -0.015 -0.033 -0.019
H -5.64655 -2.64223 -2.28227 0.009 -0.057 -0.034
H 2.53184 -4.92483 2.89402 0.045 0.193 -0.149
H -4.43797 -3.24677 -4.47703 -0.056 0.022 -0.007
H 2.88952 -0.75098 -1.35169 0.059 -0.041 0.102
H -4.96330 -1.36937 -5.91630 -0.011 0.003 -0.010
H -8.30716 -1.30053 -6.43134 -0.003 -0.044 0.009
H -5.23039 -4.95915 -3.69753 0.001 -0.003 -0.036
H -4.99304 -0.15361 -2.23313 0.005 0.009 0.018
H 7.74490 8.51320 6.15291 -0.237 0.136 -0.283
H 3.98748 8.34623 4.28365 -0.105 -0.192 0.169
H 1.81150 -5.34735 1.33539 0.012 0.217 -0.066
H 5.92430 5.57542 -0.76674 0.043 0.027 -0.079
H -6.56318 -6.07006 -3.47094 -0.014 -0.002 -0.002
H 4.03706 7.46237 -0.46390 0.092 0.039 -0.011
H -3.42387 -1.87031 -4.23351 -0.019 0.062 -0.045
H 2.82362 -6.71434 4.57406 -0.024 -0.053 0.209
H 1.08097 -6.52602 4.92553 0.062 0.085 0.079
H 2.96637 1.23617 -2.36265 -0.011 -0.075 -0.049
H -6.78691 1.22945 -5.82830 0.011 -0.011 0.006
H 1.32492 2.97398 -0.63207 -0.019 -0.026 0.179
H 2.71586 2.28354 0.17269 -0.028 -0.035 0.048
H -8.60616 0.74550 -3.61804 -0.038 -0.054 -0.012
H 3.58479 3.27356 -2.42589 0.032 -0.019 -0.028
H 2.25010 -7.45525 2.23983 0.114 0.052 0.034
H -8.58179 -1.63459 -3.89401 -0.004 -0.022 0.016
H -6.03518 -5.67134 -5.09998 -0.021 -0.024 -0.005
H 4.32611 6.62186 4.09547 0.009 -0.012 0.092
H -3.96574 -3.04614 -2.14452 0.006 -0.011 -0.014
H 7.41986 4.23840 6.46378 -0.051 -0.057 -0.094
H 3.14511 6.14204 0.25769 -0.062 0.056 -0.103
H 6.62333 7.84604 3.05065 0.060 0.005 -0.007
H 0.06925 -0.06261 -0.85399 -0.132 -0.143 -0.192
H -0.49246 -5.09382 2.47042 0.018 -0.235 -0.012
H -4.56394 -1.04343 -0.77734 0.015 0.023 0.009
H 8.51633 6.42701 7.59721 0.021 0.036 0.000
H -5.27387 -0.30924 -4.55426 -0.071 0.001 0.008
H 4.08510 4.00254 0.47228 0.164 -0.167 0.108
H 1.22986 1.27121 -2.21297 -0.007 -0.020 -0.049
H 5.24867 3.37073 -0.72401 -0.087 -0.234 0.216
H -6.27083 -3.45183 -6.00070 0.056 -0.005 0.043
H -7.20958 -3.60026 -3.16988 0.027 0.059 -0.021
H 0.34181 -4.61734 3.91520 -0.077 0.085 -0.004
H 6.16498 8.94422 4.34351 0.140 -0.002 0.033
H 3.05822 -10.18394 4.49676 0.175 -0.014 -0.126
H -6.67598 -0.88308 -6.98018 -0.025 -0.066 -0.035
H -1.26611 -4.82600 0.65899 -0.135 -0.165 -0.014
H 6.00264 5.11177 4.34300 -0.050 0.092 -0.055
```
Positions in Å, forces in eV/Å.

Output
DFT total energy = -3565.351451 hartree
F_max = 0.9 eV/A
Gap between HOMO and LUMO = 6.6 eV
Highest occupied orbital energy = -9.0 eV
Charge = +1

The following is a DFT calculation (wB97M-V/def2-TZVPD) of a cluster of 3 separate species, C3H12O2S in total at a distorted geometry.

```
18
Properties=species:S:1:pos:R:3:forces:R:3
S -0.24602 1.94651 0.71880 -0.447 -0.479 -0.254
O 0.55052 -2.89896 0.80148 -0.721 0.432 0.149
O -1.01754 -2.33560 -1.51814 0.898 0.277 -0.534
C -1.28258 1.90229 -0.77380 0.371 0.103 0.106
C 1.86611 0.34674 0.06036 0.304 -1.463 0.722
C 0.47102 0.23049 0.65552 -0.217 1.768 -0.348
H -0.62795 -1.79613 -2.23103 -0.328 -0.341 0.435
H -0.69572 1.95265 -1.68991 0.105 -0.067 0.009
H -1.85890 0.98572 -0.75583 -0.259 -0.077 -0.071
H -1.94802 -2.14032 -1.51663 -0.612 0.134 -0.010
H -1.94623 2.76165 -0.76573 -0.100 0.015 0.110
H -0.17097 -0.39748 0.05463 -0.255 -0.072 0.002
H 1.36924 -3.25115 0.47347 0.407 -0.219 -0.344
H 0.03283 -2.58992 0.03174 0.375 -0.409 0.283
H 2.40376 1.15186 0.54164 0.200 0.182 -0.045
H 0.41223 -0.09745 1.68967 0.442 -0.260 -0.105
H 2.37990 -0.59791 0.30278 0.150 0.253 -0.183
H 1.90920 0.45733 -1.02391 -0.313 0.224 0.079
```
Positions in Å, forces in eV/Å.

Output
DFT total energy = -670.148622 hartree
Energy relative to the best compared isomer or geometry (same formula, charge and spin) = 9.4 kcal per mole
F_max = 1.8 eV/A
Gap between HOMO and LUMO = 8.6 eV
Highest occupied orbital energy = -8.3 eV

The following is a DFT calculation (wB97M-V/def2-TZVPD) of a structure of composition C5H5NO at a distorted geometry.

```
12
Properties=species:S:1:pos:R:3:forces:R:3
O -1.23847 1.14652 -0.04196 -0.344 0.556 0.200
N -1.08583 -2.19684 -0.43202 2.230 -0.148 -0.040
C -0.47450 -1.07821 -0.35781 1.178 -0.132 -0.186
C -0.64960 0.25834 -0.94156 -0.766 0.233 -0.208
C 0.84394 -0.58402 -0.02194 -0.076 -0.282 0.379
C 0.15990 1.21950 -0.01307 -0.071 0.369 -0.011
C 0.82489 0.42703 1.09003 -0.032 -0.123 -0.078
H 0.60421 2.12533 -0.42194 0.002 -0.428 -0.176
H 0.15961 0.26731 1.94476 0.101 0.021 -0.155
H -0.70967 0.38212 -2.02023 -0.024 0.411 0.232
H 1.80184 0.81845 1.39193 -0.273 -0.158 -0.219
H -0.23632 -2.78553 -0.17620 -1.926 -0.320 0.261
```
Positions in Å, forces in eV/Å.

Output
DFT total energy = -323.309862 hartree
Energy relative to the best compared isomer or geometry (same formula, charge and spin) = 131.7 kcal per mole
F_max = 2.2 eV/A
Gap between HOMO and LUMO = 9.3 eV
Highest occupied orbital energy = -8.6 eV

The following is a DFT calculation (wB97M-V/def2-TZVPD) of a cluster of 7 separate species, C10H34O10 in total at a distorted geometry.

```
54
Properties=species:S:1:pos:R:3:forces:R:3
O -6.15185 14.73136 30.88684 0.576 -0.374 -0.533
O -10.66774 22.20391 22.68981 -1.876 -0.430 0.161
O -13.19801 21.39927 27.03232 -0.144 -0.739 0.720
O -3.89647 20.32346 25.87134 -0.450 -0.272 0.389
O -10.13645 24.76996 21.22610 -1.208 -0.090 -1.388
O -2.59793 22.78478 36.10069 -0.071 1.237 -0.931
O -12.93449 21.32657 35.16542 0.844 0.632 -1.508
O -7.42257 21.26658 29.36627 0.347 0.273 0.080
O -12.70227 24.17693 33.78128 -0.096 -0.930 -0.060
O -4.26851 21.79948 33.87961 -0.847 -0.220 0.039
C -13.16013 20.12758 27.70312 0.349 0.121 0.375
C -2.83087 23.42490 34.82685 -1.347 -0.054 -0.781
C -9.47886 22.53045 22.11342 1.553 1.613 -0.386
C -12.86702 22.86831 33.21529 0.208 -0.591 0.665
C -12.14313 21.69921 33.97212 -0.932 1.070 0.160
C -9.26317 24.09321 22.04816 1.869 -1.050 1.312
C -6.60985 15.42335 32.01428 -0.737 0.327 0.117
C -7.99270 22.45437 28.85564 -0.992 -0.209 -0.545
C -4.29377 23.14214 34.34120 2.046 -0.532 0.273
C -3.46733 21.47611 25.17208 0.701 -0.622 0.327
H -4.10563 21.69402 24.31582 0.058 0.099 -0.047
H -3.33551 22.35169 25.80775 -0.244 0.089 0.063
H -4.58406 23.77935 33.50586 0.121 0.080 0.105
H -8.33604 22.27185 27.83735 0.457 -0.063 -0.190
H -13.28811 24.19847 34.54150 0.048 0.185 0.210
H -11.14137 22.04158 34.23163 0.032 -0.029 0.305
H -9.38316 22.11100 21.11192 -0.106 0.176 -0.434
H -13.70259 19.33761 27.18371 -0.005 0.089 -0.198
H -4.52289 20.52741 26.56963 -0.095 0.177 -0.094
H -2.46754 21.15612 24.87861 0.010 0.525 -0.622
H -11.29070 22.46419 22.00734 -0.782 -0.062 0.348
H -9.28702 24.60572 23.00986 -0.163 -0.731 0.656
H -8.93262 22.66791 29.36461 0.076 0.408 0.423
H -8.22255 24.21921 21.74926 0.315 0.058 -0.516
H -6.99299 21.55347 30.17543 0.159 -0.442 0.206
H -4.39205 21.28877 34.68305 0.127 -0.482 -0.145
H -12.40767 20.70306 35.67069 0.041 -0.037 0.056
H -7.31144 23.30504 28.87418 -0.031 0.028 0.021
H -12.53208 22.94757 32.18106 0.267 -0.187 0.110
H -10.17864 25.69592 21.47596 0.016 -0.124 0.025
H -6.51653 16.50626 31.93241 0.548 0.162 -0.124
H -12.68960 21.33171 26.22080 0.048 -0.095 -0.038
H -2.65400 24.49818 34.75695 0.023 0.345 0.942
H -12.15343 19.78602 27.94393 0.399 0.004 -0.648
H -13.55302 20.18421 28.71827 -0.625 0.629 -0.225
H -13.91901 22.58474 33.18364 -0.214 0.109 -0.023
H -6.04818 15.05629 32.87329 -0.157 0.117 0.027
H -12.04086 20.86696 33.27570 -0.194 -0.223 0.077
H -8.70925 21.99819 22.67243 0.371 0.630 0.244
H -6.82857 14.58612 30.22160 -0.134 0.245 0.232
H -1.73215 23.15559 36.28648 0.224 -0.417 0.789
H -7.68318 15.30430 32.16222 -0.095 -0.476 0.281
H -5.00003 23.23356 35.16639 -0.001 0.339 0.043
H -2.11515 23.01120 34.11642 -0.288 -0.289 -0.344
```
Positions in Å, forces in eV/Å.

Output
DFT total energy = -1153.607846 hartree
Energy relative to the best compared isomer or geometry (same formula, charge and spin) = 50.8 kcal per mole
F_max = 2.5 eV/A
Gap between HOMO and LUMO = 10.4 eV
Highest occupied orbital energy = -10.1 eV

The following is a DFT calculation (wB97M-V/def2-TZVPD) of a structure of composition C5H7N3 at a distorted geometry.

```
15
Properties=species:S:1:pos:R:3:forces:R:3
N 1.84133 -1.48759 -0.21511 1.337 -6.959 1.507
N 0.34220 1.85249 0.61262 -2.220 -1.546 -0.516
N -0.86791 2.15931 0.84425 2.009 1.138 0.199
C -0.16097 -0.55816 -0.44729 -0.504 -3.147 -1.486
C -2.03479 1.38417 0.38159 1.098 0.861 -1.027
C 0.61243 0.51742 -0.00812 2.801 -1.893 0.962
C 0.57891 -1.83459 -0.52132 -5.094 3.244 -1.132
C 1.86581 -0.22214 0.12132 5.223 5.032 0.685
H -1.58060 0.92976 -0.51563 -1.885 0.597 0.266
H 2.57622 -2.45486 0.26399 -2.617 4.650 -2.155
H 3.08053 0.07408 0.07529 -3.677 0.197 1.061
H -2.15119 0.59562 1.15168 -0.691 0.400 -0.495
H -2.91786 2.12343 0.14548 1.740 -1.723 0.883
H -1.11408 -0.41788 -0.95676 0.356 -1.109 0.538
H -0.07004 -2.66107 -0.93198 2.124 0.258 0.708
```
Positions in Å, forces in eV/Å.

Output
DFT total energy = -358.763516 hartree
Energy relative to the best compared isomer or geometry (same formula, charge and spin) = 159.9 kcal per mole
F_max = 7.3 eV/A
Gap between HOMO and LUMO = 8.2 eV
Highest occupied orbital energy = -8.2 eV